(1)
Below is C5H13O3Pb as an isolated structure in a non-equilibrium geometry, with properties calculated with the ωB97M-V functional and the def2-TZVPD basis.

LUMO in eV: -4.320
Total charge: +1
ΔE to the lowest compared entry with this formula, charge and spin in kcal/mol: 31.6
E_HOMO in hartree: -0.396
E_tot in eV: -16774.1236
Gap between HOMO and LUMO in Ha: 0.2368

Atoms and positions in Å:
C 2.3766 0.0527 1.7880
O 1.5689 0.8075 0.8770
H 1.8128 -0.7850 2.2171
H 3.2533 -0.3021 1.2371
H 2.6963 0.7124 2.6044
C 0.4323 1.4380 1.4530
O -0.6197 0.5587 1.3230
C -1.6302 0.8277 0.3612
C -1.8111 -0.3811 -0.5248
O -0.6637 -0.5997 -1.3443
C -0.8339 -1.6698 -2.2756
H 0.2755 2.4175 0.9795
H 0.5773 1.5939 2.5292
H -1.4238 1.7415 -0.2171
H -2.5716 0.9853 0.9033
H -1.9670 -1.2829 0.0864
H -2.6816 -0.2211 -1.1765
H -1.7601 -1.5114 -2.8436
H -0.8507 -2.6241 -1.7326
H 0.0066 -1.6549 -2.9785
Pb 1.2538 0.1484 -1.0658
H 2.5602 -0.2514 -2.2004

Cartesian forces (eV/Å) of the 2 atoms listed first:
0.47 -0.06 1.17
1.93 0.89 4.13



(2)
Below is a 2-piece molecular cluster, C5H13OPS overall in a non-equilibrium geometry, with properties calculated with the ωB97M-V functional and the def2-TZVPD basis.

LUMO in eV: 0.394
SMILES: C=C(C)[C@H](C)P.OS
ΔE to the lowest compared entry with this formula, charge and spin in kcal/mol: 75.9
E_HOMO in hartree: -0.308
E_tot in eV: -27564.0680
Gap between HOMO and LUMO in Ha: 0.3225

Atoms and positions in Å:
C -1.3857 0.3801 0.0111
C -0.3015 0.3503 -0.7024
C -0.2881 0.1628 -2.2343
C 1.0386 0.4657 -0.0093
C 1.2031 0.6034 1.5097
P 1.9400 1.9890 -0.9388
H -1.2964 0.4924 1.1037
H -2.3308 0.3679 -0.4367
H -0.0847 1.1067 -2.8213
H -1.3215 -0.1633 -2.5712
H 0.5031 -0.5821 -2.4502
H 1.7246 -0.2110 -0.5604
H 0.7451 -0.2974 2.0953
H 2.3017 0.7909 1.5796
H 0.6639 1.5158 2.0073
H 2.8506 2.0869 0.1873
H 1.1391 2.9416 -0.4627
O -1.7077 -3.7642 0.9392
S -1.3550 -2.2763 1.4597
H -1.6597 -3.8581 -0.0125
H -2.3786 -2.1009 2.3068

Cartesian forces (eV/Å) of the 2 atoms listed first:
-0.13 0.69 1.69
1.74 0.12 -0.89



(3)
Below is a 2-piece molecular cluster, C5H14 overall in a non-equilibrium geometry, with properties calculated with the ωB97M-V functional and the def2-TZVPD basis.

Multiplicity: 2
LUMO (spin up / spin down) in eV: 4.109 / 4.134
Total charge: -1
ΔE to the lowest compared entry with this formula, charge and spin in kcal/mol: 25.3
E_HOMO (spin up / spin down) in hartree: 0.056 / -0.279
E_tot in eV: -5409.4101
Gap between HOMO and LUMO (spin up / spin down) in Ha: 0.0953 / 0.4313

Atoms and positions in Å:
C 1.7759 0.2438 0.1770
C 2.7501 -0.4504 1.1525
C 0.8721 -0.7343 -0.5441
H 1.1033 0.7665 0.8749
H 2.4587 0.8283 -0.4347
H 2.7403 -0.2310 2.2338
H 3.7978 -0.4060 0.8701
H 1.5638 -1.3805 -1.1142
H 0.2064 -1.3838 0.0223
H 2.6018 -1.5396 1.2013
H 0.2093 -0.1477 -1.1804
C -2.2411 1.2468 -0.4316
C -2.7638 -0.2173 -0.4544
H -1.9861 1.7561 -1.3557
H -3.1410 1.7696 -0.0827
H -1.3452 1.4638 0.1525
H -3.5815 -0.2252 -1.1718
H -2.9592 -0.3102 0.6282
H -2.0616 -1.0489 -0.5430

Cartesian forces (eV/Å) of the 2 atoms listed first:
-0.03 -0.89 2.80
0.52 -1.78 0.72



(4)
Below is a 2-piece molecular cluster, C5H14 overall in a non-equilibrium geometry, with properties calculated with the ωB97M-V functional and the def2-TZVPD basis.

Multiplicity: 2
LUMO (spin up / spin down) in eV: 4.124 / 4.030
Total charge: -1
ΔE to the lowest compared entry with this formula, charge and spin in kcal/mol: 42.6
E_HOMO (spin up / spin down) in hartree: 0.054 / -0.277
E_tot in eV: -5408.6605
Gap between HOMO and LUMO (spin up / spin down) in Ha: 0.0975 / 0.4255

Atoms and positions in Å:
C 2.4730 1.7429 -0.6139
C 2.1816 0.5209 -1.5081
H 3.0691 2.5609 -1.0732
H 1.8557 2.3286 -0.1038
H 3.0685 1.5956 0.3083
H 2.0846 -0.5394 -1.0254
H 3.1151 0.4270 -2.0813
H 1.4150 0.7269 -2.3520
C -1.5547 -0.1705 0.8112
C -0.5464 -1.1895 1.3196
C -2.7891 -0.9291 0.1329
H -0.9499 0.4790 0.0784
H -2.0232 0.4535 1.4935
H -1.0394 -2.1217 1.7040
H -0.0523 -1.4937 0.3390
H -3.7583 -0.5945 0.6317
H -2.7476 -2.0352 0.2690
H 0.2680 -0.9821 1.9998
H -2.8905 -0.6532 -1.0383

Cartesian forces (eV/Å) of the 2 atoms listed first:
3.59 -0.97 -0.51
0.09 -0.44 -0.86



(5)
Below is a 2-piece molecular cluster, C5H14 overall in a non-equilibrium geometry, with properties calculated with the ωB97M-V functional and the def2-TZVPD basis.

Multiplicity: 2
LUMO (spin up / spin down) in eV: 4.147 / 4.186
Total charge: -1
ΔE to the lowest compared entry with this formula, charge and spin in kcal/mol: 25.2
E_HOMO (spin up / spin down) in hartree: 0.055 / -0.256
E_tot in eV: -5409.4166
Gap between HOMO and LUMO (spin up / spin down) in Ha: 0.0971 / 0.4098

Atoms and positions in Å:
C 1.6042 -2.5360 1.5756
C 1.9813 -1.5945 0.5079
H 1.9956 -2.0617 2.4964
H 0.5391 -2.4035 1.7911
H 1.8262 -3.5706 1.4430
H 1.4377 -2.1077 -0.3980
H 2.9196 -1.5152 0.0550
H 1.4356 -0.6950 0.6475
C -1.7898 1.2769 -1.0004
C -1.0572 2.5261 -1.4844
C -1.1094 0.6518 0.1680
H -2.8393 1.5161 -0.8082
H -1.8460 0.5577 -1.8116
H -1.3354 2.8909 -2.5281
H -1.4562 -0.3845 0.3432
H 0.0273 0.6754 0.1082
H 0.0650 2.3862 -1.5182
H -1.2375 3.2149 -0.7258
H -1.1610 1.1725 1.1388

Cartesian forces (eV/Å) of the 2 atoms listed first:
0.09 1.49 2.71
-3.07 -2.13 -3.67



(6)
Below is a 2-piece molecular cluster, C5H14 overall in a non-equilibrium geometry, with properties calculated with the ωB97M-V functional and the def2-TZVPD basis.

Multiplicity: 2
LUMO (spin up / spin down) in eV: 4.165 / 4.160
Total charge: -1
ΔE to the lowest compared entry with this formula, charge and spin in kcal/mol: 19.9
E_HOMO (spin up / spin down) in hartree: 0.056 / -0.275
E_tot in eV: -5409.6448
Gap between HOMO and LUMO (spin up / spin down) in Ha: 0.0973 / 0.4280

Atoms and positions in Å:
C -0.9003 1.0440 0.0764
C -1.3652 1.6440 -1.2880
C 0.0634 1.9392 0.8357
H -1.8186 0.9746 0.6798
H -0.5115 0.0541 -0.0166
H -2.3875 2.0288 -1.2526
H 0.5753 2.6423 0.1767
H -0.2822 2.5990 1.6424
H -1.3145 0.8775 -2.0682
H -0.6585 2.4014 -1.5784
H 0.8220 1.2872 1.2991
C 0.2176 -2.2568 0.0590
C 1.6791 -2.1116 0.3143
H -0.1715 -3.1947 0.5134
H -0.3480 -1.4607 0.5639
H -0.1500 -2.4050 -0.9530
H 2.2664 -2.9598 0.6646
H 2.2255 -1.8085 -0.6026
H 2.0585 -1.2949 0.9340

Cartesian forces (eV/Å) of the 2 atoms listed first:
-1.76 1.59 0.01
0.36 -1.04 0.39



(7)
Below is a 2-piece molecular cluster, C5H14 overall in a non-equilibrium geometry, with properties calculated with the ωB97M-V functional and the def2-TZVPD basis.

LUMO in eV: 1.166
SMILES: CCC.CC
ΔE to the lowest compared entry with this formula, charge and spin in kcal/mol: 9.9
E_HOMO in hartree: -0.402
E_tot in eV: -5411.6186
Gap between HOMO and LUMO in Ha: 0.4449

Atoms and positions in Å:
C -0.3527 -0.3235 2.6416
C 0.0343 -0.9712 1.3047
C -1.0545 -1.2370 0.2474
H 0.4982 -0.0417 3.2413
H -1.0606 0.4794 2.4350
H -0.9131 -1.0765 3.2010
H 0.6373 -1.8613 1.4894
H 0.7585 -0.3160 0.8075
H -0.8813 -2.2646 -0.0751
H -1.0716 -0.6496 -0.6715
H -2.0450 -1.0974 0.6713
C 0.9097 0.7823 -2.6022
C 0.4708 1.6587 -1.4343
H 1.8518 0.2821 -2.3511
H 0.1270 0.0687 -2.8222
H 1.1779 1.2933 -3.5307
H 0.4980 1.0957 -0.5100
H 1.1787 2.4792 -1.2903
H -0.5295 2.0467 -1.6155

Cartesian forces (eV/Å) of the 2 atoms listed first:
-1.16 -1.12 -0.89
1.27 1.08 -0.68



(8)
Below is a 2-piece molecular cluster, C5H14 overall in a non-equilibrium geometry, with properties calculated with the ωB97M-V functional and the def2-TZVPD basis.

LUMO in eV: 1.149
SMILES: CCC.CC
ΔE to the lowest compared entry with this formula, charge and spin in kcal/mol: 19.6
E_HOMO in hartree: -0.411
E_tot in eV: -5411.1994
Gap between HOMO and LUMO in Ha: 0.4528

Atoms and positions in Å:
C 0.4587 0.0669 0.7227
C 0.3611 -1.1397 1.6812
C 0.8276 -0.6929 3.1050
H -0.1604 0.9758 0.8733
H 1.3865 0.4807 1.1070
H 0.5033 -0.0681 -0.3618
H 0.9991 -1.9393 1.3157
H -0.6522 -1.6252 1.7217
H 1.1830 -1.6096 3.5621
H -0.1180 -0.3807 3.5568
H 1.5633 0.0827 3.0420
C -1.4586 0.7793 -2.1608
C -0.1399 0.6117 -2.9992
H -2.2446 1.2589 -2.7356
H -1.7947 -0.0877 -1.6072
H -1.1777 1.4991 -1.3277
H 0.3569 1.5555 -2.9139
H -0.3859 0.4085 -4.0186
H 0.4923 -0.1760 -2.5626

Cartesian forces (eV/Å) of the 2 atoms listed first:
0.48 0.92 0.61
-0.97 0.21 -0.30



(9)
Below is a 2-piece molecular cluster, C5H14 overall in a non-equilibrium geometry, with properties calculated with the ωB97M-V functional and the def2-TZVPD basis.

LUMO in eV: 1.136
SMILES: CCC.CC
ΔE to the lowest compared entry with this formula, charge and spin in kcal/mol: 15.6
E_HOMO in hartree: -0.410
E_tot in eV: -5411.3733
Gap between HOMO and LUMO in Ha: 0.4515

Atoms and positions in Å:
C -0.1790 -1.1242 -1.4773
C -1.0023 -0.0255 -2.1790
C -1.3609 1.1635 -1.3264
H -0.3791 -1.1196 -0.3927
H 0.8842 -0.9241 -1.5138
H -0.3660 -2.1462 -1.7510
H -0.3484 0.2332 -3.0103
H -1.9274 -0.5356 -2.5308
H -1.4407 1.0287 -0.2506
H -0.6283 1.9783 -1.4319
H -2.2587 1.6894 -1.6595
C 0.5444 -0.2433 2.0794
C 1.8524 0.2577 2.6283
H 0.5130 -0.3232 0.9758
H 0.3810 -1.2702 2.3500
H -0.3824 0.2438 2.3398
H 1.9856 0.2721 3.7163
H 2.1952 1.2948 2.4223
H 2.6456 -0.4112 2.3103

Cartesian forces (eV/Å) of the 2 atoms listed first:
-0.11 0.67 1.83
-0.13 -1.91 -0.03



(10)
Below is a 2-piece molecular cluster, C5H14 overall in a non-equilibrium geometry, with properties calculated with the ωB97M-V functional and the def2-TZVPD basis.

LUMO in eV: 1.194
SMILES: CCC.CC
ΔE to the lowest compared entry with this formula, charge and spin in kcal/mol: 11.6
E_HOMO in hartree: -0.412
E_tot in eV: -5411.5479
Gap between HOMO and LUMO in Ha: 0.4562

Atoms and positions in Å:
C -2.4979 -0.9379 -1.3296
C -1.5076 -0.6802 -0.1906
C -0.0901 -1.0912 -0.5678
H -3.4142 -0.3613 -1.2318
H -2.6502 -2.0079 -1.4378
H -2.0685 -0.5391 -2.2542
H -1.5415 0.3732 0.0954
H -1.8234 -1.1920 0.7229
H 0.5432 -0.2319 -0.7813
H 0.4819 -1.4962 0.2756
H -0.0205 -1.8466 -1.3414
C 2.5606 0.8667 0.8730
C 1.3537 1.7611 1.1728
H 3.0210 0.4670 1.7786
H 2.3344 -0.0794 0.3729
H 3.2587 1.3555 0.2101
H 1.5894 2.7589 0.8484
H 1.0950 1.7345 2.2323
H 0.4471 1.3386 0.7389

Cartesian forces (eV/Å) of the 2 atoms listed first:
0.64 0.69 -0.12
-0.34 0.00 0.17



(11)
Below is a 2-piece molecular cluster, C5H14 overall in a non-equilibrium geometry, with properties calculated with the ωB97M-V functional and the def2-TZVPD basis.

LUMO in eV: 1.195
SMILES: CCC.CC
ΔE to the lowest compared entry with this formula, charge and spin in kcal/mol: 31.1
E_HOMO in hartree: -0.407
E_tot in eV: -5410.7019
Gap between HOMO and LUMO in Ha: 0.4514

Atoms and positions in Å:
C 1.6796 -0.1316 -0.5446
C 1.4419 -1.2687 0.6146
C 1.0593 -0.5223 1.9043
H 1.9681 -0.5059 -1.5362
H 2.5117 0.4795 -0.1937
H 0.6534 0.4768 -0.6292
H 0.6643 -2.0319 0.3445
H 2.4801 -1.8069 0.7961
H 1.4504 0.5219 2.0341
H -0.0544 -0.4069 1.9607
H 1.3289 -1.1573 2.7356
C -1.8253 1.1603 -1.6415
C -2.1842 0.6147 -0.2806
H -1.8279 2.2445 -1.5780
H -0.7757 0.9901 -2.1266
H -2.4541 0.6542 -2.3493
H -1.2857 0.0660 0.2493
H -3.0674 0.0026 -0.3774
H -2.6202 1.3591 0.3570

Cartesian forces (eV/Å) of the 2 atoms listed first:
-2.33 -0.72 1.06
2.10 0.88 -1.15



(12)
Below is a 2-piece molecular cluster, C5H14 overall in a non-equilibrium geometry, with properties calculated with the ωB97M-V functional and the def2-TZVPD basis.

LUMO in eV: 1.134
SMILES: CCC.CC
ΔE to the lowest compared entry with this formula, charge and spin in kcal/mol: 7.1
E_HOMO in hartree: -0.409
E_tot in eV: -5411.7407
Gap between HOMO and LUMO in Ha: 0.4503

Atoms and positions in Å:
C 0.7433 0.0496 -2.3119
C -0.0451 1.2243 -1.7446
C 0.5516 1.7178 -0.4146
H 0.6383 -0.8610 -1.7138
H 1.8177 0.2388 -2.3119
H 0.4344 -0.1552 -3.3364
H 0.0525 2.0219 -2.4741
H -1.1026 1.0550 -1.5583
H 0.1041 2.6802 -0.1692
H 0.1918 1.0699 0.3836
H 1.6394 1.7409 -0.3579
C -0.7719 -0.8962 1.5651
C -0.4786 -1.9254 2.6766
H -1.5350 -0.1872 1.8833
H 0.1691 -0.3932 1.4067
H -1.1596 -1.4411 0.7129
H 0.3370 -2.5737 2.3487
H -1.3212 -2.5999 2.8498
H -0.2067 -1.4314 3.6064

Cartesian forces (eV/Å) of the 2 atoms listed first:
-0.34 -0.50 0.19
1.35 0.44 0.42



(13)
Below is a 2-piece molecular cluster, C5H14 overall in a non-equilibrium geometry, with properties calculated with the ωB97M-V functional and the def2-TZVPD basis.

LUMO in eV: 1.150
SMILES: CCC.CC
ΔE to the lowest compared entry with this formula, charge and spin in kcal/mol: 40.1
E_HOMO in hartree: -0.379
E_tot in eV: -5410.3118
Gap between HOMO and LUMO in Ha: 0.4216

Atoms and positions in Å:
C -0.9026 -1.7027 -1.1598
C -1.2165 -0.4269 -0.3661
C -1.3624 0.8046 -1.1230
H -1.4063 -1.6921 -2.1276
H -1.0734 -2.6021 -0.5469
H 0.1186 -1.7722 -1.4759
H -2.1030 -0.5619 0.2097
H -0.3639 -0.3960 0.3009
H -2.1148 1.4646 -0.8619
H -0.5476 1.4708 -0.7424
H -1.1399 0.8283 -2.1425
C 2.1043 0.1325 0.8592
C 0.9469 0.9367 1.5371
H 2.2721 0.0653 -0.1403
H 2.9814 0.6097 1.3267
H 2.1199 -0.8277 1.2812
H 0.7302 1.9157 1.0558
H 0.9999 1.1696 2.6599
H -0.0430 0.5838 1.4558

Cartesian forces (eV/Å) of the 2 atoms listed first:
-0.65 0.00 -0.35
0.69 -2.70 0.18